Entry 1:
Density functional theory data (wB97M-V/def2-TZVPD) for a molecular structure, C38H45N5O2SeV in a non-equilibrium geometry.

Cartesian coordinates (Å):
H -1.61 1.86 5.31
H -5.68 -0.82 2.49
C 3.63 1.63 -1.07
H -0.70 -2.56 6.03
C -5.78 2.57 2.63
H -4.19 -0.27 -0.45
H 0.76 1.83 4.58
H -1.33 3.34 6.23
H 3.66 -1.39 2.31
C -1.42 3.65 4.12
H -4.11 3.92 2.70
C -4.91 1.74 -0.54
H -5.34 3.84 -0.61
H -3.11 -2.44 5.94
H 2.08 -2.09 1.89
O -1.64 0.25 -0.32
C -0.85 2.91 -0.59
C 2.20 1.43 -0.76
C -3.25 3.47 -0.56
C -1.27 -4.10 -0.22
H 4.36 -1.79 0.07
C 2.64 -2.49 -0.76
C -2.85 -1.73 2.55
H -7.27 1.05 2.51
H 4.73 -3.46 1.76
N -2.15 1.80 2.66
C -2.22 2.52 -0.52
C 4.38 0.60 -1.63
H -0.62 3.97 -0.70
N -2.85 -0.29 2.58
C -1.29 2.95 2.76
C 5.58 3.04 -1.18
C -1.04 2.79 5.33
C -3.93 0.78 -0.47
C -4.57 3.09 -0.57
C -2.58 1.13 -0.44
H -1.97 -2.11 -0.19
H 3.13 -3.16 -1.47
C -2.56 -2.05 5.09
C -1.08 -2.73 -0.23
H -1.24 -3.75 4.85
H -1.56 3.66 1.97
C -3.53 1.84 2.69
H 1.03 3.40 5.37
H -0.76 4.53 4.10
O 1.72 0.26 -0.51
C -1.77 0.52 2.56
C -5.33 0.19 2.57
C -3.97 0.50 2.63
N 3.56 -2.33 0.42
H 3.90 -0.34 -1.88
C 2.95 -1.55 1.50
H -5.95 1.45 -0.57
N 1.38 2.46 -0.78
H -2.44 4.00 4.25
C 0.18 -2.11 -0.32
H 4.54 -4.18 0.15
Se -0.01 -0.05 2.31
H -2.98 4.51 -0.62
H -3.42 -3.43 3.68
N 0.13 2.05 -0.58
H 6.05 4.00 -1.03
H -1.82 -2.07 2.36
C 4.04 -3.62 0.93
C 4.25 2.86 -0.85
H -6.50 3.37 2.61
C -0.18 -4.95 -0.31
H -0.31 -6.02 -0.34
H 2.61 -0.59 1.12
H 3.19 -4.19 1.29
H 1.93 -5.05 -0.58
H -2.27 -4.51 -0.16
H -0.26 2.62 2.60
H 7.36 2.14 -1.98
H 6.26 -0.01 -2.45
H 0.68 1.97 6.33
V -0.02 -0.03 -0.19
C 1.08 -4.39 -0.44
C 1.25 -3.01 -0.45
C 5.71 0.78 -1.96
H 2.50 -1.51 -1.21
H -3.48 -2.06 1.71
H -2.46 -0.97 5.22
H 3.67 3.68 -0.45
C 6.32 2.00 -1.72
C 0.45 2.48 5.40
C -1.17 -2.69 5.06
H -4.41 -2.00 4.00
H -0.53 -2.22 4.32
C -4.43 2.89 2.69
C -3.39 -2.35 3.84
C -6.21 1.25 2.58

Calculated values
Highest occupied orbital energy (spin up / spin down) in hartree: -0.3471 / -0.3753
Multiplicity: 3
Relative energy (zero: lowest compared OMol25 entry of this formula, charge and spin) in kcal/mol: 49.4
Charge: +1
F_max in eV/A: 5.9
<S²>: 2.02
LUMO energy (spin up / spin down) in eV: -2.34 / -2.70

Atom charges from the Mulliken analysis, given in e for atoms 1 to 2: H -0.003; H 0.497

=====

Entry 2:
Density functional theory data (wB97M-V/def2-TZVPD) for a molecular structure, C38H46FeP2Si in a non-equilibrium geometry.

Cartesian coordinates (Å):
P -1.77 2.67 0.16
H 3.23 4.17 -0.74
C 3.66 0.50 1.67
H 1.92 -3.52 0.13
Si 0.84 -1.62 -0.79
C 3.01 2.20 -1.88
H 1.98 1.76 -5.09
H 5.94 1.60 -3.45
C -2.79 2.40 1.62
H -1.54 5.58 -2.18
Fe 0.29 2.19 -0.97
C 2.41 -0.99 -1.50
C -2.21 1.94 2.83
H 2.91 -1.92 -1.87
H 0.39 -3.23 1.01
C 1.77 6.36 -3.02
H -4.93 2.34 4.86
C 1.30 -2.76 0.62
C 2.56 5.01 -1.05
H 3.21 6.86 -0.31
C -3.01 3.96 -1.91
H -0.56 4.47 1.08
C 4.88 1.74 -3.34
C -4.94 2.64 2.73
C 2.23 5.08 -2.36
H 2.35 4.27 -3.08
H 2.56 5.80 0.88
H -0.14 6.04 -3.98
C -2.76 2.70 -1.38
H 1.18 7.69 -0.99
H 1.59 4.03 1.44
C -4.34 2.31 3.95
H -1.17 1.61 2.85
H 4.20 3.83 1.17
C -4.18 2.65 1.56
H 2.32 -0.30 -2.34
C 5.49 1.31 3.04
H -2.71 4.81 -1.29
C 2.39 6.16 -0.12
C -3.57 4.09 -3.18
H 5.03 1.98 -1.18
H -0.46 0.69 -0.11
C 2.64 1.81 -4.24
H 4.41 1.52 -5.42
C -2.99 1.92 3.99
C 2.10 2.01 -2.97
C 3.54 1.80 1.13
C -0.51 5.90 -1.89
H 6.27 1.12 3.77
H -3.95 0.80 -3.98
H 0.84 7.37 0.78
H 2.16 6.42 -4.07
H -4.62 2.86 0.59
C 1.04 6.90 -0.22
H -3.72 5.09 -3.60
H -1.43 -0.78 -0.63
C -3.95 2.95 -3.90
C 1.18 3.53 0.50
C -0.15 6.10 -0.65
C -0.26 3.65 0.43
C 0.21 6.50 -3.06
H 1.85 -2.31 1.46
H 0.98 2.05 -2.84
C 4.65 0.27 2.61
H 5.95 3.41 2.86
C 5.33 2.60 2.54
H 2.17 7.22 -2.44
H -2.55 1.62 4.94
C 0.08 -2.78 -2.05
C 4.01 1.67 -4.42
C -3.08 1.52 -2.14
C -0.46 -0.43 -0.17
H -2.81 0.54 -1.75
C -3.68 1.68 -3.40
H 2.98 -0.29 1.34
H -5.99 2.90 2.68
H -0.12 -2.31 -3.03
H -0.85 -3.19 -1.62
C 4.35 2.85 1.59
P 2.39 2.28 -0.12
H -0.52 -0.76 0.91
H -0.85 5.86 0.17
H 4.81 -0.73 3.02
C 4.38 2.00 -2.06
H -0.05 7.58 -3.12
H 3.06 -0.54 -0.74
H -4.46 3.07 -4.86
H 0.81 -3.60 -2.17

Calculated values
Highest occupied orbital energy (spin up / spin down) in hartree: -0.1842 / -0.2252
Multiplicity: 5
Charge: 0
F_max in eV/A: 3.9
<S²>: 6.04
LUMO energy (spin up / spin down) in eV: 0.46 / 0.39

Atom charges from the Mulliken analysis, given in e for atoms 1 to 2: P 1.205; H 0.598

=====

Entry 3:
Density functional theory data (wB97M-V/def2-TZVPD) for a molecular structure, C38H46NO2P2RhSSi.

Cartesian coordinates (Å):
C -2.17 0.81 2.93
H -7.52 2.21 -1.45
N 0.55 -1.86 0.75
H -3.34 2.05 -2.26
C -1.75 3.55 2.92
C -1.19 1.31 -1.04
H -5.59 2.70 -2.92
H -0.73 -0.43 -4.28
C 1.77 2.89 0.53
H 4.14 -3.34 4.86
H 4.39 0.20 2.52
C -1.82 2.86 4.13
C 1.46 2.76 -4.36
Si 4.30 -2.27 2.60
H 2.31 3.57 3.80
Rh 0.48 -1.32 -1.20
H 0.48 -3.13 -5.17
H -2.34 -0.26 2.94
H -1.88 3.42 0.79
H 3.39 3.16 -5.21
H 5.70 -0.44 3.51
C -2.09 1.49 1.72
H 4.62 2.16 -3.32
H 1.91 3.34 -0.44
H -1.38 -2.16 1.40
P 0.57 0.88 -0.86
H 1.27 1.34 4.03
C 2.43 -2.30 2.18
H 2.61 4.57 1.55
C 1.46 1.64 -2.23
C 1.49 -2.68 3.15
H -3.97 -2.37 -2.94
H -2.11 0.96 5.08
H 4.07 -0.36 4.17
H -0.32 2.28 -3.29
C 1.02 1.07 1.93
H -1.27 2.40 -1.07
H 1.83 -3.00 4.12
H -0.59 -2.94 3.67
O -1.16 -2.81 -1.46
H -1.60 4.62 2.92
H -3.80 -1.50 -1.42
C 2.85 1.63 -2.24
H 0.53 0.12 2.07
H -1.51 0.91 -2.01
C 0.10 -1.11 -4.50
C -6.31 1.26 0.06
S 2.63 -1.31 -0.52
C -2.04 1.50 4.14
H -1.72 3.40 5.06
C -0.36 -2.49 -4.90
C 4.65 -0.56 3.26
H -2.26 -4.97 -0.83
H -3.90 -4.24 -0.89
C 1.88 -1.90 0.98
C 2.16 3.59 1.66
C 4.57 -3.59 3.90
H 3.40 1.21 -1.40
H -2.66 -1.17 -2.73
C -3.94 1.15 -0.39
H 5.29 -1.78 0.36
C 3.54 2.17 -3.31
H 5.64 -3.73 4.06
C -4.16 1.81 -1.60
H 0.91 3.22 -5.18
H -0.93 -2.97 -4.11
H 0.71 -0.65 -5.28
C -6.52 1.91 -1.15
C -5.04 0.88 0.43
C 2.00 3.03 2.92
C 5.28 -2.62 1.05
C -0.33 -2.23 1.67
C -5.44 2.18 -1.98
P -2.33 0.50 0.20
C 0.76 2.22 -3.29
C -2.95 -4.35 -1.40
C -3.24 -1.95 -2.25
C 1.42 1.77 3.05
H -7.15 1.05 0.71
O 0.91 -1.11 -3.29
H -1.00 -2.41 -5.78
H 4.93 -3.51 0.52
C 1.20 1.61 0.66
C 2.84 2.73 -4.38
H -3.17 -4.84 -2.36
H 1.71 -1.64 -3.45
C -1.90 2.87 1.72
H 6.32 -2.81 1.34
C -2.35 -3.01 -1.68
C 0.12 -2.65 2.91
H -4.89 0.38 1.38
H 4.16 -4.55 3.58

Calculated values
Highest occupied orbital energy in hartree: -0.4895
Charge: +2
F_max in eV/A: 0.7
LUMO energy in eV: -6.46

Atom charges from the Mulliken analysis, given in e for atoms 1 to 2: C -0.087; H 0.408

=====

Entry 4:
Density functional theory data (wB97M-V/def2-TZVPD) for a molecular structure, C38H46P2SiW in a non-equilibrium geometry.

Cartesian coordinates (Å):
C -4.29 0.82 1.13
H -0.78 -2.17 -1.01
H 0.60 -2.27 -2.12
C -0.28 6.03 -3.15
H -5.85 -3.45 2.83
H -4.67 0.53 -2.18
H -3.61 -2.42 -4.12
C -4.72 1.01 -1.23
H -6.13 2.90 1.15
H 0.19 -1.28 1.39
C -2.79 1.35 -4.66
C -3.40 0.60 -5.68
H -4.61 -1.39 3.27
C -2.50 0.75 -3.43
H -6.77 1.60 -0.63
H 0.83 2.79 -3.43
H -3.38 -0.63 -0.36
H -1.74 2.33 3.16
H -6.08 3.54 -1.07
C 0.20 -1.75 -1.23
H -3.87 0.27 2.01
C -2.97 -4.26 1.18
H -0.27 -0.50 -4.04
C -1.75 1.64 4.02
P -1.98 -0.53 2.27
C -1.47 5.80 -2.46
H -2.55 -1.16 -2.33
H -6.51 -0.15 -1.07
H -1.95 -0.86 7.02
C -6.09 0.74 -0.55
H 1.82 1.89 -0.84
H -0.06 0.56 1.18
H -3.67 1.09 -6.61
C -1.49 1.18 6.40
H -2.52 3.32 -0.16
C 0.54 0.01 -3.53
H -3.61 2.55 2.36
H -6.47 0.68 1.72
C -4.85 -3.36 2.42
C -3.97 0.29 -0.27
C 1.82 0.80 -0.96
H -1.18 3.12 5.47
H -5.75 -0.78 0.99
C -2.81 -2.11 2.21
H -4.98 4.21 1.39
H 0.87 -1.97 -0.39
Si 0.21 0.11 -1.68
H -2.49 -5.06 0.62
C -4.14 -2.20 2.69
C -1.88 -0.16 6.21
C 0.17 3.63 -3.21
C -5.10 3.22 0.90
H -4.36 2.73 -2.54
C 0.52 4.95 -3.50
C -2.82 2.59 -0.96
H 0.70 0.96 -4.01
C -2.19 -0.63 4.93
H 1.46 5.11 -3.99
H 2.62 0.53 -1.66
C -3.37 -1.37 -4.29
H -1.22 -2.95 1.00
H 2.07 0.36 0.02
H -2.58 2.41 -4.81
C -3.70 -0.76 -5.50
C -4.19 2.46 -1.43
W -2.23 1.07 0.26
C -1.06 3.41 -2.57
C -0.22 -0.35 1.81
H -4.17 -1.33 -6.30
C -5.05 3.53 -0.67
H -2.12 6.60 -2.12
P -1.60 1.72 -2.06
C -2.07 0.26 3.85
H -2.77 4.39 -1.59
C -1.84 4.50 -2.18
H -1.24 1.51 7.39
C -4.02 2.28 1.36
H -4.82 -5.34 1.53
H -0.01 7.05 -3.38
H 1.43 -0.59 -3.65
H -2.52 -1.66 4.74
H -4.61 4.55 -0.79
C -4.27 -4.40 1.68
C -5.79 0.33 0.95
C -2.77 -0.63 -3.26
H 0.24 -0.18 2.81
C -1.45 2.07 5.32
C -2.23 -3.10 1.40

Calculated values
Highest occupied orbital energy (spin up / spin down) in hartree: -0.4525 / -0.4856
Multiplicity: 3
Relative energy (zero: lowest compared OMol25 entry of this formula, charge and spin) in kcal/mol: 0.6
Charge: +2
F_max in eV/A: 5.5
<S²>: 2.06
LUMO energy (spin up / spin down) in eV: -6.41 / -6.49

Atom charges from the Mulliken analysis, given in e for atoms 1 to 2: C 2.156; H 0.148

=====

Entry 5:
Density functional theory data (wB97M-V/def2-TZVPD) for a molecular structure, C38H47BN11O8W in a non-equilibrium geometry.

Cartesian coordinates (Å):
C 0.76 -1.74 3.92
C 1.70 1.07 -4.34
N 0.08 3.06 3.11
H -0.05 -4.32 -2.51
H -2.00 1.34 -3.36
H 0.65 1.11 2.82
C -0.27 -1.47 -2.80
H 1.47 -2.82 -6.86
C -0.97 1.30 -3.70
N -2.40 0.05 -0.04
H 2.12 -3.27 4.48
N 0.83 -2.66 0.04
N -0.18 -0.92 2.07
H 1.71 3.64 0.37
C -0.67 -2.74 -6.82
C -0.39 -1.90 -4.18
O 0.84 -1.33 -2.18
C 0.62 1.83 3.63
H 1.98 0.89 -2.21
C -4.68 -0.09 -0.05
C -1.45 4.36 0.06
C 0.06 4.19 4.01
O -3.79 -3.20 0.14
H -2.33 2.06 -0.02
C -0.55 -1.42 4.23
C -0.92 5.48 2.17
H 1.72 -2.03 -4.53
H 5.29 -1.12 1.62
H 5.77 0.55 1.97
H -1.06 5.25 -0.44
H 4.07 -5.34 0.96
O -7.02 0.02 -0.53
H -3.16 -1.10 2.46
W -0.49 -0.76 -0.20
N 0.96 -1.43 2.62
N -0.03 1.18 -2.71
C -1.80 -2.46 -6.06
C 0.59 -2.60 -6.26
H 1.07 1.27 -6.39
C 2.34 1.63 0.23
H 1.63 2.00 4.00
C -0.43 -4.22 -1.50
H -0.81 6.33 1.49
N -2.94 1.28 -0.21
H 1.34 -2.43 5.82
H 3.64 -4.40 2.39
H 0.76 2.65 -0.75
B 2.24 -1.64 1.81
H -0.87 4.20 4.59
C -0.53 3.05 1.89
C 1.76 -4.67 -0.24
H -0.84 -5.17 -1.18
H -1.35 1.45 -5.78
C 1.78 -2.30 4.83
H -2.54 -1.84 -4.15
H -4.88 2.12 -0.28
C 1.76 2.85 -0.39
C 1.31 1.04 -3.04
C 4.96 -0.18 2.05
C -4.30 1.23 -0.18
C 0.76 1.25 -5.36
O -1.34 -1.22 -2.11
H -2.88 -0.18 3.94
H -2.77 -2.56 -6.51
H 2.39 3.21 -1.20
C -3.06 -2.22 0.16
C 3.79 -4.35 1.31
N -0.89 4.27 1.38
C -0.60 1.34 -5.01
H -1.90 5.59 2.66
O -1.74 -2.27 0.33
H 4.60 -3.66 1.12
O -0.71 2.01 1.25
H -6.65 0.61 -1.20
H -2.49 0.55 2.37
C -6.04 -0.59 0.19
O -6.33 -1.41 1.02
N 1.95 -2.73 0.78
C 0.19 5.47 3.20
H -1.04 -1.53 5.17
H 3.11 -1.99 2.53
C 2.54 -3.94 0.63
H -1.16 3.49 -0.52
O -0.42 1.11 -1.41
H 0.14 6.35 3.84
H 4.75 -0.35 3.10
C -1.67 -2.04 -4.75
C 0.74 -2.17 -4.96
N 1.73 0.45 0.44
N 2.62 -0.32 1.13
H 4.36 2.38 0.73
C -2.49 -0.38 2.94
H 2.75 0.97 -4.57
C 3.77 0.35 1.33
C -1.11 -0.92 3.05
H 1.93 -5.67 -0.59
H 2.64 -1.64 4.91
H 0.01 1.42 4.44
C -3.46 -0.82 0.01
H 0.89 4.09 4.70
C 0.69 -3.84 -0.59
C 3.63 1.60 0.77
H -2.54 4.45 0.09
H -1.23 -3.48 -1.48
H -0.78 -3.07 -7.84
H 1.16 5.47 2.68

Calculated values
Highest occupied orbital energy (spin up / spin down) in hartree: -0.1658 / -0.3093
Multiplicity: 4
Relative energy (zero: lowest compared OMol25 entry of this formula, charge and spin) in kcal/mol: 48.8
Charge: 0
F_max in eV/A: 3.1
<S²>: 3.82
LUMO energy (spin up / spin down) in eV: 0.18 / -0.01

Atom charges from the Mulliken analysis, given in e for atoms 1 to 2: C 1.280; C -1.557